ORCA calculation (ωB97M-V with the def2-TZVPD basis set) on a structure of composition C63H57N2O2P2Pd in a non-equilibrium geometry.

XYZ file:
```
127
Properties=species:S:1:pos:R:3:forces:R:3:mulliken_charge:R:1
C -1.1026 -3.4483 3.2107 -0.19 0.54 -0.35 -1.07
O -0.9224 -2.1201 2.6770 0.20 -0.68 0.06 -0.14
C -1.9876 -1.2788 2.6813 -0.65 -0.18 0.42 0.74
C -1.6891 0.0918 2.5949 0.37 0.24 0.60 0.39
N -0.3628 0.5469 2.3460 -1.05 -0.62 -0.26 0.51
C 0.5831 -0.1488 1.4778 -0.90 -0.97 3.38 -0.43
N 1.7092 0.7531 1.4869 0.55 -0.55 -1.95 0.47
C 3.0026 0.2764 1.0439 -0.47 0.12 0.49 -1.04
C 1.5672 1.6472 2.5121 -1.68 0.82 1.41 -0.96
C 0.3045 1.5431 3.0122 1.67 0.97 0.37 -0.46
C -2.6970 0.9970 2.9918 -0.72 -0.32 -0.02 0.75
O -2.3118 2.2845 3.1790 -0.60 0.59 -0.01 -0.35
C -3.2654 3.2338 3.7245 0.31 -0.58 -0.30 -1.00
C -4.0123 0.5482 3.2258 0.41 0.17 0.09 -0.63
C -4.3003 -0.8108 3.1649 0.05 0.00 -0.18 -0.99
C -3.2982 -1.7377 2.9002 0.18 0.23 0.03 -1.07
H -0.1090 -3.8915 3.1810 -0.12 -0.06 0.06 0.27
H -1.4833 -3.4119 4.2410 0.12 0.05 -0.25 0.42
H -1.7979 -4.0215 2.5845 0.23 0.01 0.13 0.38
H 2.8767 -0.7355 0.6598 0.04 0.11 -0.09 0.08
H 3.3841 0.9160 0.2447 0.21 -0.18 0.05 0.33
H 3.7111 0.2595 1.8815 0.00 -0.06 -0.11 0.54
H 2.3386 2.3491 2.7882 -0.05 -0.06 -0.11 0.53
H -0.1726 2.1484 3.7636 0.14 -0.16 -0.07 0.56
H -2.7233 4.1786 3.7447 -0.15 -0.10 0.01 0.26
H -4.1524 3.3137 3.0810 0.26 0.04 0.15 0.38
H -3.5666 2.9473 4.7428 0.10 0.01 -0.30 0.40
H -4.7940 1.2597 3.4957 0.31 -0.27 -0.09 0.34
H -5.3154 -1.1569 3.3601 0.27 0.11 -0.07 0.38
H -3.5214 -2.8051 2.9342 0.12 0.42 -0.02 0.36
C 4.5358 1.4564 -7.1599 0.02 -1.79 -0.12 -0.36
C 4.1221 0.1332 -6.8815 -0.68 0.75 0.00 -0.73
C 3.5321 -0.1400 -5.6140 0.36 -0.64 0.00 -1.90
C 3.3000 0.9056 -4.6482 -0.02 -0.86 0.90 1.68
C 2.7614 0.5456 -3.3612 0.71 0.07 -1.40 0.54
C 2.4582 1.4124 -2.3252 -0.02 -0.46 1.20 -1.03
C 1.4562 1.1383 -1.3518 0.15 2.41 -3.10 -0.78
C 0.3696 0.3097 -1.6378 -0.96 -0.23 -0.81 -0.09
C -0.6027 0.3193 -0.5919 1.49 -0.11 0.71 -0.67
C -0.0444 -0.6431 0.2326 -1.24 -1.14 -0.39 0.89
C 0.1759 -1.9453 -0.2759 0.70 0.53 -0.54 -0.77
C 0.2671 -2.0699 -1.6752 -0.49 -0.26 -0.29 -0.76
C 0.4144 -0.9037 -2.4202 0.49 -0.67 0.21 -0.86
Pd 5.7339 -0.2893 -5.4165 -0.12 0.15 -0.32 0.45
P 7.7708 0.7001 -5.6509 0.20 0.10 0.05 2.10
C 7.6412 2.4387 -6.1603 0.15 0.47 -0.22 0.50
C 7.8569 2.8437 -7.4868 -0.04 0.21 0.38 -0.49
C 7.7033 4.1873 -7.8364 -0.12 -0.04 0.09 -0.58
C 7.3206 5.1269 -6.8755 -0.04 -0.10 0.05 -0.66
C 7.0877 4.7234 -5.5560 0.07 -0.15 -0.13 -0.75
C 7.2468 3.3849 -5.1980 -0.03 0.05 -0.35 -0.31
C 8.8720 0.8187 -4.2101 0.49 0.05 0.32 -0.65
C 9.8666 1.8122 -4.1356 0.01 -0.25 0.27 -0.40
C 10.7438 1.8464 -3.0488 -0.18 -0.10 -0.06 -0.67
C 10.6348 0.8956 -2.0287 -0.16 -0.06 -0.12 -0.73
C 9.6431 -0.0886 -2.0934 0.11 0.13 -0.02 -0.98
C 8.7656 -0.1248 -3.1755 0.02 0.16 -0.24 0.00
C 8.7544 -0.1066 -6.9528 0.51 -0.06 -0.27 0.42
C 10.1364 -0.3136 -6.8054 -0.28 -0.03 -0.29 -0.40
C 10.8561 -0.9687 -7.8057 -0.15 -0.03 -0.07 -0.73
C 10.2066 -1.4311 -8.9541 -0.02 0.05 0.17 -0.68
C 8.8320 -1.2287 -9.1071 0.00 0.13 0.13 -0.59
C 8.1067 -0.5640 -8.1157 0.34 -0.07 0.14 -0.32
P 5.7673 -2.3318 -4.4330 -0.27 0.17 0.10 1.42
C 4.6526 -3.4633 -5.3033 -0.23 -0.41 -0.25 1.41
C 5.1270 -4.1539 -6.4319 -0.47 -0.04 0.18 -0.92
C 4.2443 -4.9020 -7.2131 -0.06 0.11 0.15 -0.67
C 2.8857 -4.9597 -6.8848 0.08 0.07 0.05 -0.75
C 2.4057 -4.2698 -5.7683 0.28 0.04 -0.04 -0.69
C 3.2831 -3.5237 -4.9780 0.11 -0.19 -0.35 -0.82
C 7.3964 -3.1346 -4.2962 0.37 -0.50 0.17 1.13
C 7.8724 -3.6323 -3.0672 0.03 0.10 -0.34 -0.30
C 9.2010 -4.0417 -2.9433 -0.02 0.03 -0.15 -0.75
C 10.0587 -3.9923 -4.0452 -0.18 0.06 -0.01 -0.83
C 9.5761 -3.5588 -5.2834 -0.07 -0.11 0.10 -1.00
C 8.2539 -3.1360 -5.4119 -0.03 0.08 0.29 -0.37
C 5.1412 -2.2901 -2.7398 -0.05 -0.39 0.55 0.84
C 4.5650 -3.4294 -2.1463 0.11 0.38 0.29 -0.47
C 4.2709 -3.4313 -0.7826 0.01 0.09 -0.03 -1.01
C 4.6164 -2.3314 0.0066 0.19 -0.05 -0.14 -0.78
C 5.1874 -1.1985 -0.5821 -0.02 -0.09 0.05 -0.59
C 5.3966 -1.1491 -1.9576 -0.08 -0.34 0.01 -0.80
C 3.6502 2.2155 -5.0213 0.13 0.76 -0.83 -0.68
C 4.2434 2.4702 -6.2561 -0.81 1.38 1.37 -0.57
H 5.0133 1.6809 -8.1127 -0.09 -0.02 0.23 0.41
H 4.1516 -0.6571 -7.6295 0.10 0.21 0.10 0.57
H 3.0834 -1.1163 -5.4398 0.00 0.25 -0.14 0.75
H 2.6314 -0.5296 -3.1756 -0.22 0.48 -0.18 -0.02
H 3.0315 2.3388 -2.2140 -0.26 -0.25 -0.01 0.44
H 1.4340 1.7807 -0.4717 -0.34 -0.03 -0.34 0.93
H -1.2526 1.1380 -0.3110 0.70 0.51 0.47 0.43
H 0.9494 -1.0548 1.9958 -0.05 -0.41 -0.20 0.24
H 0.2786 -2.7904 0.4034 0.23 0.34 -0.08 0.55
H 0.3057 -3.0574 -2.1357 -0.15 0.30 -0.01 0.52
H 0.5740 -0.8937 -3.5008 0.29 -0.03 0.48 0.80
H 8.1633 2.1142 -8.2374 -0.05 0.22 0.18 0.37
H 7.8842 4.4958 -8.8675 -0.05 -0.04 0.31 0.42
H 7.1978 6.1753 -7.1533 0.06 -0.32 0.08 0.38
H 6.7832 5.4510 -4.8018 0.10 -0.18 -0.24 0.41
H 7.0649 3.0706 -4.1675 0.07 0.08 -0.27 0.43
H 9.9550 2.5609 -4.9256 -0.02 -0.24 0.22 0.47
H 11.5124 2.6194 -3.0038 -0.21 -0.23 0.02 0.42
H 11.3222 0.9222 -1.1816 -0.20 0.00 -0.25 0.39
H 9.5508 -0.8350 -1.3015 0.05 0.24 -0.23 0.47
H 7.9955 -0.8992 -3.2319 0.33 0.33 0.04 0.18
H 10.6492 0.0337 -5.9086 -0.14 -0.12 -0.23 0.37
H 11.9294 -1.1209 -7.6808 -0.30 0.02 -0.07 0.41
H 10.7730 -1.9530 -9.7270 -0.18 0.16 0.21 0.37
H 8.3183 -1.5855 -10.0008 0.17 0.09 0.23 0.45
H 7.0324 -0.4075 -8.2410 0.26 -0.07 0.11 0.22
H 6.1849 -4.1083 -6.6879 -0.30 -0.08 0.02 0.31
H 4.6215 -5.4401 -8.0827 -0.12 0.12 0.22 0.44
H 2.1996 -5.5425 -7.5004 0.20 0.16 0.17 0.38
H 1.3480 -4.3072 -5.5036 0.28 -0.04 -0.11 0.44
H 2.8943 -3.0006 -4.1013 0.15 -0.12 -0.27 0.51
H 7.2054 -3.6914 -2.2058 0.24 0.10 -0.21 0.34
H 9.5653 -4.3954 -1.9772 -0.09 0.07 -0.30 0.44
H 11.1013 -4.2971 -3.9425 -0.31 0.08 -0.03 0.40
H 10.2330 -3.5386 -6.1543 -0.18 0.00 0.25 0.43
H 7.8923 -2.7786 -6.3791 0.18 0.03 0.31 0.29
H 4.3530 -4.3157 -2.7458 0.12 0.25 0.17 0.51
H 3.7894 -4.3015 -0.3323 0.21 0.23 -0.10 0.45
H 4.4404 -2.3579 1.0851 0.08 -0.01 -0.37 0.41
H 5.4812 -0.3420 0.0283 -0.19 -0.26 -0.15 0.57
H 5.7652 -0.2275 -2.4177 0.06 -0.39 0.05 0.41
H 3.4249 3.0306 -4.3280 0.15 -0.14 -0.38 0.37
H 4.4498 3.5027 -6.5360 0.13 -0.27 0.14 0.45
```
Positions in Å, forces in eV/Å.

Calculated values
**Net charge**: +1
**ΔE to the lowest compared entry with this formula, charge and spin**: 86.4 kcal/mol
**Kohn-Sham gap**: 3.88 eV
**Largest force on an atom**: 3.9 eV/A